Computed, not measured: a molecular structure, C24H39AuGeN5O5S2, with ωB97M-V with the def2-TZVPD basis set.

The geometry in XYZ format:
```
77
Properties=species:S:1:pos:R:3:forces:R:3:lowdin_charge:R:1
Au -0.621963 0.519070 -0.597399 -0.122 -0.132 0.378 1.025
C 4.080067 4.106645 0.130861 0.002 0.002 -0.005 -0.062
C 4.148111 3.434994 -1.232268 -0.003 -0.009 0.015 -0.184
N 3.574898 2.075860 -1.248446 0.015 0.007 0.027 -0.110
C 4.518872 0.952470 -1.237240 -0.007 0.013 0.007 -0.241
C 4.897822 0.514668 0.169507 0.000 -0.003 0.000 -0.068
C 2.255776 1.907174 -1.245823 0.003 0.002 -0.053 -0.669
S 1.657910 0.273828 -1.271984 -0.028 0.059 -0.012 0.680
N 1.542434 3.042112 -1.293221 -0.050 -0.046 -0.022 0.119
C 0.273577 3.270713 -1.104357 0.015 0.042 0.026 -0.374
O -0.665751 2.481936 -0.689123 0.115 0.233 -0.152 -0.212
C -0.197561 4.663834 -1.327212 0.000 -0.019 -0.036 -0.134
C 0.718716 5.678496 -1.596653 -0.002 0.010 0.001 -0.014
C 0.279068 6.973895 -1.807547 0.003 -0.001 0.002 -0.061
C -1.077309 7.264481 -1.753737 -0.004 0.001 -0.002 -0.063
C -1.995013 6.257612 -1.486518 -0.001 0.000 0.000 -0.061
C -1.558724 4.961558 -1.272059 0.011 0.003 -0.001 -0.018
H 4.505263 5.108443 0.063898 0.006 -0.006 0.002 0.084
H 4.645067 3.552244 0.879727 -0.009 -0.006 -0.004 0.068
H 3.048053 4.197528 0.466164 0.001 0.006 -0.001 0.069
H 5.182396 3.332229 -1.555241 0.003 0.005 0.004 0.119
H 3.622313 4.028279 -1.977120 -0.008 -0.002 -0.006 0.109
H 5.400019 1.279556 -1.787019 0.002 0.001 -0.003 0.121
H 4.086572 0.126109 -1.796262 -0.006 -0.005 -0.003 0.071
H 5.403676 1.313273 0.711174 -0.002 0.001 -0.004 0.070
H 5.574789 -0.338196 0.119424 -0.004 0.002 0.002 0.083
H 4.011560 0.219438 0.731471 0.004 -0.001 -0.002 0.063
H 1.772015 5.442175 -1.635290 -0.002 0.000 0.000 0.098
H 0.994250 7.758712 -2.014298 -0.003 -0.002 0.001 0.110
H -1.419927 8.277211 -1.920704 0.001 -0.003 0.001 0.111
H -3.052024 6.484105 -1.446026 0.002 0.000 -0.001 0.110
H -2.269868 4.174914 -1.064512 0.011 0.005 0.012 0.099
C -4.135862 -1.351852 -1.932377 0.034 0.000 0.025 -0.217
Ge -3.956371 0.513424 -1.372824 -0.014 0.018 -0.082 0.738
C -5.623557 1.103904 -0.548581 -0.008 0.009 -0.022 -0.213
C -3.461608 1.648957 -2.880642 0.008 0.017 -0.001 -0.214
C -2.583095 0.717797 0.025078 0.061 0.031 0.165 -0.371
H -4.989416 -1.439524 -2.605468 -0.003 -0.007 0.011 0.027
H -4.320629 -2.000533 -1.074052 0.015 -0.002 -0.008 0.022
H -3.259476 -1.717317 -2.467814 0.013 0.010 0.002 0.000
H -6.453773 0.962124 -1.240958 -0.005 0.008 0.007 0.026
H -5.574139 2.160308 -0.284340 0.005 -0.006 0.000 0.023
H -5.831685 0.531938 0.355946 -0.004 -0.002 -0.008 0.024
H -4.191864 1.560084 -3.684946 0.000 0.001 0.003 0.026
H -2.483068 1.375255 -3.279288 -0.006 -0.009 -0.004 0.015
H -3.419764 2.694904 -2.572969 -0.001 -0.026 -0.020 0.009
H -2.758408 0.042288 0.864465 -0.069 -0.031 -0.108 -0.009
H -2.610712 1.740262 0.404223 -0.030 0.005 0.030 0.007
C 2.580893 -5.103479 4.513746 -0.004 -0.003 -0.019 -0.108
C 1.562204 -6.201365 4.255653 0.000 -0.011 -0.020 -0.292
S -0.007642 -5.600277 3.685292 0.045 0.037 0.002 0.639
O -0.358659 -4.404720 4.415955 -0.002 -0.020 0.011 -0.313
O -0.931129 -6.698219 3.619102 -0.018 0.006 -0.016 -0.286
C 0.288643 -5.054810 2.003753 0.007 -0.009 0.006 -0.197
C -1.050497 -4.548619 1.473423 0.032 -0.029 -0.008 -0.124
N -0.880042 -3.486689 0.470995 -0.030 -0.008 0.064 0.075
C -0.846916 -2.174612 0.762656 -0.017 0.074 0.033 -0.279
N -0.765552 -1.475280 -0.369857 0.065 -0.146 -0.320 -0.087
C -0.721449 -2.350544 -1.420885 -0.040 0.002 0.052 -0.027
C -0.796521 -3.596023 -0.900714 0.153 -0.012 0.004 -0.111
N -0.718343 -4.837069 -1.626578 -0.441 -0.050 0.041 -0.324
O -0.542240 -5.853579 -0.982399 0.147 0.023 -0.029 0.108
O -0.866297 -4.760134 -2.823336 0.166 0.012 -0.016 0.133
C -0.810826 -1.591656 2.127759 0.005 -0.012 0.004 0.037
H 3.480951 -5.539323 4.944721 -0.003 0.002 -0.003 0.085
H 2.183912 -4.366841 5.208996 0.000 -0.004 0.006 0.079
H 2.870655 -4.594958 3.593121 -0.001 -0.006 0.004 0.072
H 1.298931 -6.749059 5.163007 -0.001 0.026 0.016 0.114
H 1.891480 -6.933198 3.516154 -0.011 -0.011 0.015 0.109
H 0.671401 -5.879272 1.404916 0.007 -0.003 0.017 0.110
H 1.026813 -4.253629 2.058482 -0.014 0.005 -0.025 0.106
H -1.642068 -4.120074 2.278554 -0.002 -0.014 0.009 0.116
H -1.619044 -5.356997 1.030400 -0.013 0.011 -0.012 0.133
H -0.626872 -2.048467 -2.448800 -0.012 0.009 0.003 0.137
H -1.308062 -2.218954 2.863840 0.008 0.006 0.000 0.087
H -1.273292 -0.607452 2.120217 0.036 -0.026 0.021 0.067
H 0.227913 -1.472089 2.444204 0.003 -0.022 0.004 0.111
```
Forces are in eV/Å.

Total charge: +1

***

Computed, not measured: a molecular structure, C4H20B2InO4 in a non-equilibrium geometry, with ωB97M-V with the def2-TZVPD basis set.

The geometry in XYZ format:
```
31
Properties=species:S:1:pos:R:3:forces:R:3:lowdin_charge:R:1
In 0.472871 -0.309696 0.700964 -0.284 0.481 -1.198 1.347
B -0.349425 1.750885 -1.706754 1.162 3.024 -1.129 -0.232
H -0.454301 0.695550 -1.905557 0.366 -6.258 0.342 0.013
H -0.868166 1.922471 -0.776324 -3.270 -0.628 4.134 0.015
H 0.715412 1.925076 -1.703908 3.918 0.152 -0.671 -0.021
H -0.850403 2.312075 -2.480275 -1.598 2.800 -2.235 -0.004
B 1.592052 -1.024130 -2.269767 2.159 1.596 -0.649 -0.207
H 2.012611 -0.044732 -2.102000 2.519 3.492 -0.132 0.003
H 2.276256 -1.778889 -1.914167 2.309 -2.626 2.794 0.023
H 0.688903 -1.234864 -1.718277 -5.292 -2.474 2.455 -0.055
H 1.282933 -1.124062 -3.298695 -2.377 0.523 -3.628 0.036
C 1.498121 3.275126 1.732210 -0.169 -0.540 -0.697 -0.179
C 0.171417 2.934800 2.375384 1.015 -0.332 0.493 -0.201
O 0.110062 1.576190 2.939241 0.042 0.873 -1.307 -0.150
O 1.772414 2.397027 0.571316 -0.682 0.438 1.597 -0.138
H 2.325136 3.286591 2.442145 0.058 -0.322 -0.070 0.131
H 1.333107 4.294544 1.383429 0.286 0.117 -0.208 0.131
H -0.588383 3.189616 1.636555 -0.485 -0.594 0.210 0.125
H 0.102775 3.595663 3.239476 -0.247 0.303 -0.200 0.134
H -0.414081 1.694884 3.734719 -0.137 -0.487 0.151 0.093
H 2.615489 2.684510 0.213293 0.227 -0.069 -0.240 0.102
C -1.551075 -2.843498 -0.959683 -2.673 -1.608 0.385 -0.214
C -1.483044 -3.859415 0.158660 0.756 -0.512 -0.083 -0.227
O -0.391197 -3.442889 0.956142 0.617 0.378 0.732 -0.114
O -1.908596 -1.618187 -0.336056 1.634 1.499 -0.229 -0.141
H -2.414065 -3.098475 -1.574770 0.064 -0.288 -0.360 0.134
H -0.704795 -2.903117 -1.644042 0.322 0.915 0.542 0.125
H -1.283921 -4.884174 -0.154887 -0.115 -0.026 -0.516 0.131
H -2.369805 -3.898945 0.791259 -0.403 0.303 -0.339 0.128
H -0.491485 -3.879771 1.805068 0.325 0.006 0.192 0.099
H -2.846819 -1.590164 -0.134700 -0.047 -0.137 -0.137 0.113
```
Forces are in eV/Å.

Total charge: +1
Energy above the lowest of the compared OMol25 structures with the same formula, charge and spin (eV): 4.3963

***

Highest occupied orbital energy values, unit eV, following the record order: -11.68, -13.47.
LUMO energy values, unit hartree, following the record order: -0.1252, -0.3285.
Electronic energy values, unit eV, following the record order: -125079.49660, -19169.32432.